# 1
DFT (ωB97M-V/def2-TZVPD) results for a 7-piece molecular cluster, C42H105N7O14 overall at a distorted geometry.

orbital gap: 8.86 eV
ΔE to the lowest compared entry with this formula, charge and spin: 137.14 kJ/mol
HOMO energy: -8.5 eV
SMILES: COCCNCCOC.COCCNCCOC.COCCNCCOC.COCCNCCOC.COCCNCCOC.COCCNCCOC.COCCNCCOC
total charge: 0
total energy: -3099.4581 Ha

```
168
Properties=species:S:1:pos:R:3:lowdin_charge:R:1
C -2.09 1.67 5.07 -0.12
O -0.94 1.21 5.73 -0.19
C -1.04 -0.17 6.11 -0.21
C 0.35 -0.76 5.97 -0.22
N 0.41 -2.13 6.42 -0.07
C 0.00 -3.09 5.44 -0.19
C 1.17 -3.50 4.53 -0.22
O 1.78 -4.62 5.10 -0.19
C 2.41 -5.46 4.14 -0.08
H -1.89 2.70 4.77 0.09
H -2.95 1.71 5.77 0.09
H -2.40 1.04 4.23 0.07
H -1.77 -0.74 5.54 0.11
H -1.24 -0.18 7.19 0.13
H 1.11 -0.14 6.44 0.13
H 0.68 -0.69 4.91 0.12
H 1.25 -2.39 6.90 0.11
H -0.89 -2.76 4.91 0.10
H -0.27 -4.03 5.93 0.11
H 1.84 -2.62 4.49 0.12
H 0.81 -3.73 3.52 0.10
H 3.11 -4.84 3.56 0.08
H 1.68 -5.92 3.46 0.08
H 2.94 -6.23 4.69 0.09
C -1.96 5.58 0.78 -0.12
O -2.61 4.36 1.05 -0.18
C -3.09 3.73 -0.12 -0.23
C -4.26 2.83 0.21 -0.18
N -5.40 3.65 0.71 -0.04
C -6.72 3.07 0.69 -0.25
C -7.04 1.98 1.67 -0.26
O -6.42 0.74 1.49 -0.19
C -6.81 0.12 0.26 -0.09
H -1.01 5.58 1.32 0.09
H -2.58 6.41 1.12 0.09
H -1.66 5.76 -0.25 0.07
H -2.33 3.16 -0.68 0.10
H -3.50 4.51 -0.77 0.12
H -4.04 2.05 0.96 0.11
H -4.54 2.24 -0.67 0.12
H -5.18 3.90 1.67 0.11
H -7.03 2.84 -0.33 0.11
H -7.45 3.86 0.93 0.12
H -8.14 1.83 1.72 0.12
H -6.76 2.33 2.66 0.13
H -6.70 0.78 -0.60 0.07
H -7.84 -0.23 0.39 0.09
H -6.14 -0.73 0.11 0.08
C 0.69 4.78 -1.50 -0.13
O 1.19 3.73 -2.26 -0.20
C 0.43 2.55 -2.25 -0.22
C 0.57 1.72 -0.99 -0.22
N -0.56 0.89 -0.68 -0.05
C -0.55 0.65 0.77 -0.19
C -1.46 -0.47 1.21 -0.22
O -0.68 -1.59 1.55 -0.20
C -1.50 -2.70 1.84 -0.11
H 0.05 5.55 -1.94 0.08
H 1.53 5.36 -1.10 0.10
H 0.20 4.36 -0.62 0.07
H 0.88 2.09 -3.15 0.12
H -0.59 2.65 -2.65 0.10
H 0.85 2.44 -0.21 0.12
H 1.45 1.06 -1.06 0.12
H -0.38 -0.03 -1.09 0.06
H -0.75 1.57 1.33 0.12
H 0.48 0.35 1.08 0.12
H -2.09 -0.78 0.37 0.10
H -2.13 -0.17 2.01 0.11
H -2.08 -2.62 2.76 0.09
H -0.82 -3.55 1.90 0.07
H -2.12 -2.87 0.94 0.09
C 0.58 -9.05 3.61 -0.10
O -0.50 -9.57 4.33 -0.17
C -0.84 -8.84 5.44 -0.26
C -2.33 -8.66 5.48 -0.20
N -2.84 -7.47 6.20 -0.05
C -2.25 -6.22 5.79 -0.24
C -2.44 -5.76 4.37 -0.21
O -1.53 -6.40 3.50 -0.21
C -1.94 -6.33 2.15 -0.09
H 1.36 -8.72 4.29 0.09
H 0.28 -8.31 2.87 0.07
H 0.99 -9.89 3.03 0.09
H -0.35 -7.86 5.42 0.10
H -0.46 -9.34 6.34 0.13
H -2.82 -9.56 5.86 0.12
H -2.68 -8.69 4.43 0.12
H -3.82 -7.52 5.96 0.10
H -1.20 -6.14 6.09 0.11
H -2.64 -5.44 6.47 0.12
H -2.24 -4.68 4.28 0.11
H -3.47 -6.02 4.07 0.13
H -1.93 -5.30 1.82 0.06
H -2.92 -6.80 1.99 0.09
H -1.27 -6.99 1.59 0.09
C 2.49 -2.91 0.94 -0.10
O 1.73 -3.87 0.22 -0.20
C 1.85 -3.77 -1.19 -0.20
C 1.63 -2.36 -1.73 -0.20
N 0.26 -1.90 -1.47 -0.04
C -0.62 -2.21 -2.59 -0.20
C -2.08 -2.12 -2.27 -0.27
O -2.57 -3.32 -1.76 -0.18
C -3.99 -3.49 -1.93 -0.07
H 1.98 -1.95 0.97 0.08
H 3.53 -2.89 0.56 0.10
H 2.69 -3.32 1.93 0.06
H 1.07 -4.39 -1.63 0.12
H 2.88 -4.09 -1.41 0.13
H 1.85 -2.44 -2.80 0.12
H 2.33 -1.68 -1.24 0.10
H -0.08 -2.47 -0.68 0.10
H -0.45 -3.24 -2.96 0.12
H -0.46 -1.52 -3.43 0.12
H -2.66 -1.63 -3.07 0.12
H -2.20 -1.33 -1.51 0.10
H -4.52 -2.55 -2.10 0.08
H -4.38 -3.90 -0.99 0.08
H -4.19 -4.19 -2.75 0.09
C 4.71 1.90 -2.04 -0.10
O 5.93 2.53 -2.36 -0.21
C 5.90 3.05 -3.67 -0.24
C 7.28 3.50 -4.08 -0.23
N 7.89 4.21 -2.98 -0.07
C 9.33 4.48 -3.16 -0.19
C 9.81 5.57 -2.23 -0.23
O 10.73 5.05 -1.28 -0.20
C 11.11 6.02 -0.33 -0.12
H 3.94 2.68 -2.00 0.08
H 4.81 1.44 -1.06 0.09
H 4.45 1.16 -2.80 0.09
H 5.22 3.91 -3.71 0.13
H 5.57 2.26 -4.36 0.12
H 7.15 4.23 -4.88 0.12
H 7.87 2.63 -4.43 0.12
H 7.75 3.69 -2.12 0.11
H 9.51 4.73 -4.21 0.11
H 9.91 3.55 -2.97 0.13
H 8.96 6.05 -1.73 0.12
H 10.33 6.33 -2.85 0.12
H 10.38 6.01 0.50 0.09
H 11.06 7.04 -0.73 0.08
H 12.08 5.70 0.03 0.09
C 0.83 5.66 -4.90 -0.14
O 1.30 5.35 -6.16 -0.18
C 0.62 5.83 -7.28 -0.23
C -0.86 5.67 -7.14 -0.26
N -1.25 4.31 -7.01 -0.05
C -2.71 4.02 -7.08 -0.18
C -2.96 2.60 -6.69 -0.25
O -3.11 2.43 -5.31 -0.16
C -2.25 1.50 -4.76 -0.15
H 1.63 5.44 -4.19 0.08
H -0.12 5.19 -4.65 0.08
H 0.68 6.75 -4.73 0.10
H 1.02 5.27 -8.12 0.13
H 0.88 6.89 -7.38 0.13
H -1.37 6.16 -7.98 0.13
H -1.16 6.26 -6.25 0.11
H -0.76 3.85 -6.26 0.10
H -2.93 4.16 -8.14 0.12
H -3.36 4.64 -6.44 0.13
H -2.17 1.95 -7.08 0.12
H -3.85 2.23 -7.22 0.12
H -2.52 0.46 -5.01 0.09
H -2.31 1.54 -3.67 0.08
H -1.21 1.62 -5.09 0.09
```

***

# 2
DFT (ωB97M-V/def2-TZVPD) results for one molecule with the formula C8H11ClN2O3 at a distorted geometry.

orbital gap: 8.29 eV
ΔE to the lowest compared entry with this formula, charge and spin: 33.82 kJ/mol
HOMO energy: -9.2 eV
SMILES: CCN[C@@]1(Cl)C=C([N+](=O)[O-])C=C[C@@H]1O
total charge: 0
total energy: -1106.6908 Ha

```
25
Properties=species:S:1:pos:R:3:lowdin_charge:R:1
C -3.28 -0.98 0.85 -0.01
C -2.40 -1.99 0.78 -0.04
C -1.52 0.65 0.35 0.04
C -2.83 0.40 0.72 -0.14
C -0.99 -1.93 0.33 -0.35
C -0.49 -0.40 0.64 -0.67
C 1.44 2.10 -0.77 -0.05
C 1.54 1.05 0.42 -0.25
N 0.77 -0.14 0.12 -0.06
N -3.84 1.41 0.53 -0.42
O -4.96 1.06 0.43 0.10
O -3.57 2.57 0.53 0.10
O -0.20 -2.75 1.09 -0.03
Cl -0.45 -0.25 2.49 0.69
H -4.33 -1.06 1.00 0.11
H -2.82 -3.01 0.88 0.13
H -1.05 1.63 0.06 0.13
H -0.80 -2.09 -0.72 0.16
H 0.49 2.46 -0.62 0.02
H 2.25 2.80 -0.79 0.06
H 1.49 1.45 -1.65 0.08
H 2.55 0.71 0.65 0.11
H 1.23 1.50 1.38 0.09
H 1.37 -0.95 0.08 0.13
H -0.55 -2.97 1.94 0.09
```

***

# 3
DFT (ωB97M-V/def2-TZVPD) results for a 10-piece molecular cluster, C37H80F10N10O23S10 overall at a distorted geometry.

orbital gap: 1.32 eV
HOMO energy: -7.8 eV
total charge: 0
total energy: -8715.2169 Ha

```
170
Properties=species:S:1:pos:R:3:lowdin_charge:R:1
C -7.60 -5.33 6.69 0.04
C -8.55 -5.26 5.48 -0.27
O -8.58 -4.29 4.66 0.11
N -9.29 -6.55 5.05 0.09
H -8.68 -7.30 4.77 0.17
H -9.84 -6.92 5.81 0.17
C -10.04 -6.28 3.68 0.06
H -8.13 -4.77 7.47 0.10
H -6.59 -5.05 6.40 0.11
H -7.54 -6.37 7.01 0.09
H -10.63 -7.20 3.69 0.10
H -9.28 -6.23 2.90 0.12
H -10.59 -5.35 3.77 0.10
C -3.82 -6.56 -10.85 0.00
C -2.80 -6.96 -9.72 -0.39
C -2.50 -8.45 -9.90 -0.13
C -1.53 -8.90 -11.02 -0.14
C -0.66 -7.74 -11.49 -0.14
C -0.26 -6.58 -10.49 -0.45
N -1.53 -6.05 -9.90 0.14
O -1.38 -5.05 -8.95 0.17
C 0.35 -5.48 -11.35 0.00
C 0.65 -7.03 -9.34 0.02
C -3.46 -6.67 -8.35 -0.02
H -3.45 -6.48 -11.87 0.09
H -4.34 -5.61 -10.71 0.09
H -4.72 -7.15 -10.65 0.10
H -3.36 -9.12 -9.99 0.14
H -2.23 -8.79 -8.90 0.11
H -1.99 -9.41 -11.87 0.12
H -0.81 -9.62 -10.63 0.11
H -1.18 -7.34 -12.37 0.11
H 0.22 -8.04 -12.05 0.13
H 0.59 -4.66 -10.68 0.10
H -0.37 -5.02 -12.03 0.10
H 1.17 -5.86 -11.95 0.11
H 0.20 -7.82 -8.74 0.10
H 0.82 -6.17 -8.69 0.10
H 1.62 -7.38 -9.68 0.11
H -2.76 -7.00 -7.60 0.10
H -4.49 -7.01 -8.21 0.11
H -3.74 -5.64 -8.13 0.10
C 1.67 5.06 14.78 0.01
C 0.56 5.59 13.78 -0.40
C 0.39 7.16 13.94 -0.15
C -0.52 7.82 12.97 -0.20
C -0.07 7.57 11.54 -0.13
C 0.21 6.09 11.08 -0.35
N 0.88 5.39 12.32 0.15
O 1.25 4.12 11.96 0.18
C 1.12 6.04 9.75 0.02
C -1.22 5.50 10.82 0.01
C -0.75 4.88 14.16 -0.01
H 1.48 5.42 15.79 0.10
H 2.66 5.38 14.47 0.09
H 1.71 3.98 14.75 0.09
H 1.37 7.64 13.93 0.13
H 0.00 7.32 14.94 0.13
H -0.55 8.86 13.29 0.13
H -1.53 7.49 13.20 0.11
H 0.87 8.12 11.46 0.12
H -0.72 8.12 10.85 0.14
H 0.44 6.43 8.98 0.09
H 1.41 5.03 9.46 0.09
H 1.93 6.76 9.81 0.09
H -1.61 5.85 9.87 0.10
H -1.92 5.93 11.54 0.08
H -1.17 4.42 10.91 0.10
H -1.06 4.93 15.21 0.11
H -0.69 3.80 14.04 0.11
H -1.65 5.31 13.71 0.08
C 2.50 -3.71 0.37 -0.08
C 1.54 -2.53 0.03 -0.20
C 0.05 -2.71 0.53 -0.10
N -0.71 -1.41 0.63 -0.22
C -0.77 -0.71 -0.76 0.03
C -2.10 -1.65 1.21 -0.10
C -2.08 -1.03 2.61 -0.14
C -0.63 -0.74 2.90 -0.18
C -0.05 -0.29 1.60 -0.07
H 2.56 -3.68 1.45 0.08
H 3.44 -3.48 -0.14 0.08
H 2.15 -4.71 0.11 0.08
H 1.39 -2.59 -1.05 0.10
H 2.08 -1.62 0.26 0.11
H -0.03 -3.15 1.52 0.13
H -0.65 -3.29 -0.07 0.14
H 0.27 -0.47 -1.01 0.10
H -1.33 0.22 -0.71 0.11
H -1.18 -1.28 -1.59 0.11
H -2.86 -1.26 0.53 0.13
H -2.30 -2.72 1.11 0.13
H -2.66 -0.12 2.48 0.12
H -2.53 -1.70 3.34 0.13
H -0.46 -0.16 3.81 0.14
H -0.09 -1.68 3.04 0.12
H -0.37 0.72 1.39 0.13
H 1.03 -0.26 1.75 0.13
C 6.03 6.90 -1.33 -0.10
C 7.05 7.48 -2.31 -0.25
C 6.69 8.83 -2.91 -0.10
N 7.56 9.25 -4.17 -0.20
C 9.02 8.73 -4.08 0.05
C 7.51 10.82 -4.32 -0.10
C 6.67 11.10 -5.53 -0.18
C 5.80 9.86 -5.81 -0.14
C 6.79 8.74 -5.47 -0.06
H 5.19 6.44 -1.86 0.08
H 5.44 7.54 -0.67 0.08
H 6.45 6.07 -0.77 0.08
H 7.15 6.69 -3.06 0.12
H 7.97 7.54 -1.74 0.11
H 6.83 9.50 -2.06 0.13
H 5.68 8.95 -3.30 0.12
H 9.48 9.06 -5.01 0.11
H 8.88 7.65 -4.08 0.10
H 9.38 9.16 -3.15 0.11
H 8.47 11.30 -4.52 0.13
H 6.96 11.30 -3.51 0.13
H 7.27 11.33 -6.40 0.12
H 6.08 12.00 -5.36 0.12
H 5.56 9.94 -6.86 0.13
H 4.92 9.75 -5.17 0.12
H 7.58 8.70 -6.22 0.13
H 6.29 7.78 -5.34 0.14
N -5.13 -9.72 3.37 -0.27
S -4.58 -10.11 2.04 0.39
O -3.96 -11.43 1.75 -0.31
O -4.07 -8.99 1.20 -0.33
F -6.00 -10.20 1.37 -0.22
S -3.58 -9.34 3.91 0.58
O -3.25 -7.90 3.74 -0.33
O -2.44 -10.28 3.85 -0.28
F -3.93 -9.39 5.48 -0.23
N -1.03 3.19 -7.00 -0.28
S 0.25 2.69 -7.66 0.42
O 0.91 1.65 -6.94 -0.30
O 1.04 3.60 -8.49 -0.32
F -0.45 1.87 -8.86 -0.24
S -0.38 4.57 -6.27 0.55
O -0.04 5.67 -7.09 -0.29
O 0.44 4.26 -5.09 -0.32
F -1.76 5.14 -5.66 -0.22
N 10.01 -0.25 -6.74 -0.27
S 8.61 0.30 -6.59 0.43
O 7.78 -0.01 -7.74 -0.31
O 8.23 1.40 -5.72 -0.31
F 8.18 -0.94 -5.63 -0.26
S 10.82 1.20 -6.46 0.61
O 11.24 1.41 -5.08 -0.31
O 10.29 2.37 -7.20 -0.34
F 12.20 0.85 -7.28 -0.24
N -9.46 -0.79 -6.14 -0.24
S -9.92 -0.87 -4.74 0.43
O -9.76 -2.16 -4.04 -0.33
O -10.77 0.25 -4.20 -0.33
F -8.49 -0.19 -4.27 -0.28
S -11.05 -1.19 -6.66 0.56
O -12.10 -0.21 -6.38 -0.30
O -11.32 -2.62 -6.83 -0.30
F -10.81 -0.79 -8.17 -0.21
N 2.53 -3.94 11.07 -0.24
S 2.65 -4.16 9.56 0.45
O 2.74 -2.93 8.73 -0.36
O 2.03 -5.35 8.95 -0.30
F 4.25 -4.53 9.35 -0.25
S 0.86 -3.62 10.78 0.60
O -0.01 -4.81 10.76 -0.32
O 0.40 -2.54 9.88 -0.31
F 0.53 -3.11 12.33 -0.26
```